Entry 1:
This record from the OMol25 dataset describes 2 unconnected molecules or ions with the total composition C2H6BrNOSi at a distorted geometry. The level of theory is ωB97M-V/def2-TZVPD.

## Properties
total charge = 0
energy above the lowest of the compared OMol25 structures with the same formula, charge and spin = 3.785 eV
E_tot = -3073.1516 hartree
gap between HOMO and LUMO (alpha / beta) = 7.9 / 8.4 eV
HOMO energy (alpha / beta) = -9.08 / -9.60 eV

Last column: Löwdin charge in e.
Positions of all 12 atoms, in Å:
C1 -0.02928 -1.00130 -0.55917  -0.79
C2 0.74516 0.20401 -0.17706  -0.84
N1 0.35126 -2.14492 0.09192  0.08
O1 -0.83090 -1.00550 -1.52668  -0.02
Si1 -0.56922 1.65338 -0.26611  0.60
Br1 2.57641 -0.04841 -0.05681  0.75
H1 -0.10291 -0.05495 1.64769  0.18
H2 0.83480 -1.97556 1.04938  0.11
H3 -0.25106 -2.96474 -0.05806  0.12
H4 -1.69342 0.78217 -0.13811  -0.06
H5 -0.43836 2.39882 -1.64702  -0.05
H6 -0.28535 2.62847 0.84224  -0.07

---

Entry 2:
This record from the OMol25 dataset describes 2 unconnected molecules or ions with the total composition C2H6Cl2O3Si at a distorted geometry. The level of theory is ωB97M-V/def2-TZVPD.

## Properties
total charge = 0
energy above the lowest of the compared OMol25 structures with the same formula, charge and spin = 0.000 eV
E_tot = -1515.3513 hartree
gap between HOMO and LUMO = 7.0 eV
HOMO energy = -7.92 eV

Last column: Löwdin charge in e.
Positions of all 14 atoms, in Å:
C1 -0.54774 -1.52123 1.88936  -0.14
C2 -3.08333 3.19682 -1.55718  -0.98
O1 -1.94316 2.73573 -0.44069  -0.22
O2 -0.15685 0.86996 -0.04476  -0.32
O3 0.65407 -1.66826 -0.68610  -0.09
Si1 0.18908 -0.57258 0.37955  0.52
Cl1 -3.10458 1.66323 -2.58040  0.36
Cl2 -4.46062 3.17278 -0.51614  0.49
H1 -1.62942 -1.60895 1.53127  0.07
H2 -0.18672 -2.52948 2.00645  0.02
H3 -0.53461 -1.07711 2.87974  0.03
H4 0.77649 -1.44942 -1.61334  0.08
H5 -1.66675 1.81730 -0.03723  0.11
H6 -1.17731 2.71252 -1.06344  0.09

---

Entry 3:
This record from the OMol25 dataset describes 2 unconnected molecules or ions with the total composition C2H6Cl3PSi at a distorted geometry. The level of theory is ωB97M-V/def2-TZVPD.

## Properties
total charge = 0
energy above the lowest of the compared OMol25 structures with the same formula, charge and spin = 2.574 eV
E_tot = -2091.2648 hartree
gap between HOMO and LUMO = 7.0 eV
HOMO energy = -7.51 eV

Last column: Löwdin charge in e.
Positions of all 13 atoms, in Å:
C1 -1.33834 -0.45975 1.56629  -0.21
C2 -0.96515 0.34216 -1.54822  -0.25
Si1 -0.18825 0.37919 0.18063  0.24
P1 2.58918 -0.93616 -0.72557  -0.11
Cl1 0.57940 2.09359 0.91927  0.28
Cl2 3.32393 0.98337 -0.90347  -0.04
Cl3 3.57334 -1.52034 0.86928  0.04
H1 -0.75656 -0.38907 2.49957  0.03
H2 -2.16269 0.17707 1.57422  -0.01
H3 -1.47404 -1.48667 1.46499  -0.01
H4 -1.71307 -0.43449 -1.73395  0.04
H5 -1.29982 1.25965 -2.01028  0.03
H6 -0.16792 -0.00853 -2.15276  -0.02

---

Entry 4:
This record from the OMol25 dataset describes C2H6ClN3 in the gas phase at a distorted geometry. The level of theory is ωB97M-V/def2-TZVPD.

## Properties
total charge = 0
energy above the lowest of the compared OMol25 structures with the same formula, charge and spin = 1.297 eV
E_tot = -704.2059 hartree
gap between HOMO and LUMO = 9.8 eV
HOMO energy = -9.00 eV

Last column: Löwdin charge in e.
Positions of all 12 atoms, in Å:
C1 1.18249 1.40430 0.52015  -0.14
N1 -0.17617 0.97314 0.39819  0.00
C2 -0.57997 -0.10082 -0.07038  -0.47
N2 -1.85360 -0.49871 -0.16437  0.10
N3 0.47957 -1.23238 -0.69482  -0.40
Cl1 -0.22684 -2.79813 -0.88147  0.54
H1 1.51574 1.26592 1.55175  0.08
H2 1.20190 2.47247 0.30344  0.07
H3 1.86760 0.88973 -0.15671  0.07
H4 -2.55374 0.21014 -0.03645  0.10
H5 -2.06406 -1.26654 -0.78022  0.03
H6 1.20709 -1.31912 0.01089  0.03

---

Entry 5:
This record from the OMol25 dataset describes C2H6ClN3 in the gas phase at a distorted geometry. The level of theory is ωB97M-V/def2-TZVPD.

## Properties
total charge = 0
energy above the lowest of the compared OMol25 structures with the same formula, charge and spin = 2.860 eV
E_tot = -704.1484 hartree
gap between HOMO and LUMO = 10.4 eV
HOMO energy = -9.79 eV

Last column: Löwdin charge in e.
Positions of all 12 atoms, in Å:
H1 -1.80919 1.34279 -0.37754  0.06
N1 -0.81276 1.79679 -0.23275  0.10
C1 0.01426 0.68616 -0.11436  -0.47
C2 1.44001 0.79898 0.28226  -0.53
Cl1 2.76471 -0.32994 -0.21276  0.55
N2 -0.11301 -0.68876 0.10459  -0.07
N3 -1.58032 -1.13269 -0.06953  -0.04
H2 1.51247 0.49790 1.35894  0.09
H3 1.72118 1.74007 -0.06091  0.05
H4 0.58402 -1.23583 -0.42631  0.07
H5 -1.70054 -1.95364 0.70083  0.12
H6 -2.02083 -1.52183 -0.95246  0.08

---

Entry 6:
This record from the OMol25 dataset describes C2H6ClN3 in the gas phase at a distorted geometry. The level of theory is ωB97M-V/def2-TZVPD.

## Properties
total charge = 0
energy above the lowest of the compared OMol25 structures with the same formula, charge and spin = 1.647 eV
E_tot = -704.1930 hartree
gap between HOMO and LUMO = 10.0 eV
HOMO energy = -9.39 eV

Last column: Löwdin charge in e.
Positions of all 12 atoms, in Å:
H1 0.03801 -2.10054 -1.30170  0.05
N1 -0.38118 -1.17228 -0.95171  0.10
C1 0.31825 -0.57054 -0.10385  -0.57
N2 -0.04574 0.78211 0.52842  -0.06
C2 -1.27312 1.41087 0.02242  -0.13
N3 1.63040 -0.82069 0.14108  -0.42
Cl1 2.46062 -2.23502 -0.31710  0.64
H2 -0.03988 0.61952 1.56126  0.11
H3 -1.20794 1.21796 -1.01233  0.04
H4 -2.10073 0.73665 0.33425  0.09
H5 -1.32775 2.50528 0.13381  0.08
H6 1.92906 -0.37332 0.96544  0.06

---

Entry 7:
This record from the OMol25 dataset describes 2 unconnected molecules or ions with the total composition C2H6ClNO at a distorted geometry. The level of theory is ωB97M-V/def2-TZVPD.

## Properties
total charge = 0
energy above the lowest of the compared OMol25 structures with the same formula, charge and spin = 2.810 eV
E_tot = -669.8943 hartree
gap between HOMO and LUMO = 10.8 eV
HOMO energy = -10.18 eV

Last column: Löwdin charge in e.
Positions of all 11 atoms, in Å:
C1 -2.48713 0.04818 -0.68053  -0.18
N1 -1.55835 0.19138 0.15353  -0.47
Cl1 -2.13523 0.50675 1.73494  0.54
H1 -3.49263 0.32738 -0.50576  0.05
H2 -2.12563 -0.11109 -1.72772  0.09
C2 1.99529 -0.46401 0.34966  -0.22
O1 2.22681 0.52057 -0.60862  -0.13
H3 1.87103 -0.12940 1.41959  0.08
H4 3.08036 -0.81060 0.42123  0.10
H5 1.16133 -1.17125 0.06200  0.08
H6 1.46416 1.09210 -0.61831  0.06

---

Entry 8:
This record from the OMol25 dataset describes 2 unconnected molecules or ions with the total composition C2H6ClNO2P at a distorted geometry. The level of theory is ωB97M-V/def2-TZVPD.

## Properties
total charge = -1
energy above the lowest of the compared OMol25 structures with the same formula, charge and spin = 2.926 eV
E_tot = -1086.6303 hartree
gap between HOMO and LUMO (alpha / beta) = 6.7 / 8.2 eV
HOMO energy (alpha / beta) = -3.34 / -4.76 eV

Last column: Löwdin charge in e.
Positions of all 13 atoms, in Å:
C1 -1.00086 1.27873 0.00295  -0.25
C2 -0.60563 -0.69202 -1.18882  -0.30
N1 -0.08132 0.54498 -0.80310  -0.22
O1 2.91504 0.41593 1.68360  -0.46
O2 0.64400 -0.62816 2.15904  -0.46
P1 1.70415 -0.27135 1.19401  0.13
Cl1 2.34299 -1.99934 0.19002  0.14
H1 -1.07080 0.72009 0.95383  0.05
H2 -0.52372 2.24473 0.31492  0.07
H3 -1.94551 1.44867 -0.59579  0.08
H4 -1.64695 -0.47646 -1.54768  0.06
H5 -0.14825 -1.05380 -2.11967  0.05
H6 -0.58314 -1.53201 -0.24331  0.12